Here is a structure of composition C28H49NO2P2Pt from OMol25. Energies are from ωB97M-V/def2-TZVPD.

The geometry in XYZ format:
```
83
Properties=species:S:1:pos:R:3:mulliken_spin:R:1
Pt 0.06280 -0.01737 -0.08464 0.88
P 0.94182 -2.22620 -0.23210 0.03
P 1.68163 1.73600 0.56987 0.21
O -0.37977 -3.03385 3.95921 0.56
O 0.69980 0.67270 2.13025 0.36
N 0.35002 -1.51015 2.49816 0.45
C -1.67562 0.83069 1.36488 0.45
C -0.19986 -3.63163 -0.63149 0.02
C 1.34472 -1.50052 4.71770 0.02
C 2.23602 -0.26427 -4.58365 0.00
C -1.65817 1.42323 2.72952 0.01
C -0.04376 1.61884 -4.91534 0.00
C 0.35047 -2.02282 3.69742 -0.09
C 2.61905 -2.60593 -0.92219 0.02
C 1.39996 -3.17798 1.28430 0.02
C 1.94958 -0.32363 4.00777 0.02
C 1.14448 -0.36458 2.66603 -0.08
C 1.40801 2.62352 2.18071 0.06
C -0.91773 0.46757 -5.47039 0.00
C 1.55945 0.40604 -3.42852 0.03
C 1.36728 -1.37638 -5.21665 0.00
C -1.71790 3.07702 -0.02102 0.03
C 0.54027 1.27738 -3.57926 0.00
C -1.91513 -0.57200 1.07372 0.26
C -1.67143 1.56540 0.11924 0.04
C 1.95146 3.26192 -0.38060 0.04
C 3.43034 1.22964 0.84325 0.02
C -2.09122 0.62371 -0.93559 0.33
C -3.05720 -1.85158 -0.83662 0.01
C -2.85414 1.14566 -2.07538 0.00
C 0.07403 -1.60304 -4.50241 0.00
C -0.96638 -0.75026 -4.58914 0.00
C -2.15444 -1.63752 2.07622 -0.02
C -2.21806 -0.69891 -0.35687 0.19
H -2.76463 3.44849 0.10992 0.00
H -4.11932 -1.60921 -0.59842 0.01
H -1.95845 -1.07308 -4.20870 0.00
H -3.06059 -2.09455 -1.91928 0.00
H 2.09181 -2.27182 4.92858 -0.01
H 1.01836 3.81187 -0.57544 0.00
H -1.44424 2.50746 2.74409 0.00
H 0.52059 3.26144 2.12634 0.00
H -0.71461 -4.00431 0.28068 0.00
H 2.28226 -2.76602 1.77814 0.01
H -1.39299 3.45868 -1.01340 0.00
H -0.49569 0.17450 -6.44857 0.00
H -1.81148 -2.65990 1.78884 0.01
H -1.11501 3.62490 0.72982 0.00
H 1.73797 0.58260 4.56538 0.00
H 2.60114 -2.80197 -2.00464 0.00
H 3.92589 0.94912 -0.10000 0.00
H -3.18198 0.39330 -2.80627 0.00
H 0.57368 -3.23336 1.99882 0.00
H 1.16317 -1.09828 -6.26453 0.00
H -0.63729 2.55456 -4.83414 0.00
H 0.76721 -1.21130 5.59748 0.00
H 2.98198 -0.49596 3.75462 0.00
H -2.39910 1.99686 -2.62044 0.01
H -1.93173 0.81948 -5.73644 0.00
H 0.40534 -4.47885 -1.01432 0.00
H -0.91830 0.95536 3.41396 0.02
H 0.00342 1.77935 -2.75465 -0.02
H -3.80492 1.56309 -1.66195 0.03
H 0.76165 1.85410 -5.63072 0.00
H 3.19918 -0.69181 -4.23871 0.00
H 3.98920 2.08993 1.26225 0.01
H 3.03446 -3.53116 -0.46517 0.00
H 1.92369 -2.32824 -5.30431 0.00
H 1.95164 0.05205 -2.46296 0.01
H 2.61562 3.93632 0.19886 0.01
H 3.35046 -1.80391 -0.71535 0.00
H -2.63219 1.28778 3.21220 0.01
H -0.99196 -3.42721 -1.35459 0.00
H 2.26997 3.22112 2.40504 0.01
H -1.68331 -1.44775 3.05458 0.00
H 3.53733 0.38952 1.54856 0.00
H -2.86758 -2.80803 -0.30907 0.00
H -0.07060 -2.61548 -4.08250 0.00
H 1.26498 1.97314 3.05940 0.00
H 1.60616 -4.22144 1.04728 0.01
H -3.22034 -1.74776 2.33949 0.03
H 2.45225 3.07157 -1.33958 0.00
H 2.50711 0.47620 -5.35098 0.00
```

- HOMO level (alpha / beta): -12.36 / -13.47 eV
- Expectation value of S²: 6.054
- Kohn-Sham gap (alpha / beta): 5.781 / 3.593 eV
- LUMO (alpha / beta): -6.58 / -9.87 eV
- Net charge: +2
- 2S+1: 5

=====

Here is the molecule C7H4O from OMol25. Energies are from ωB97M-V/def2-TZVPD.

The geometry in XYZ format:
```
12
Properties=species:S:1:pos:R:3:mulliken_charge:R:1
O 3.22350 -0.81270 0.02334 -0.48
C 0.87167 -0.84222 -0.01590 -0.28
C -2.60726 -1.43471 0.01287 0.28
C -0.36241 1.26877 -0.00804 -0.65
C -1.55321 -0.85992 -0.01189 -0.77
C -0.44073 2.46617 0.01434 0.29
C 2.18742 -0.18556 -0.00676 -0.17
C -0.29299 -0.16931 -0.01065 0.14
H 2.16744 0.92489 -0.03794 0.31
H -0.53059 3.53371 0.01170 0.43
H 0.87441 -1.93177 -0.03172 0.47
H -3.53724 -1.95735 0.06065 0.42
```

- Energy relative to the best compared isomer or geometry (same formula, charge and spin): 8.93 kcal/mol
- HOMO level: -9.66 eV
- Kohn-Sham gap: 8.817 eV
- LUMO: -0.85 eV

=====

Here is a structure of composition FHNO3 from OMol25. Energies are from ωB97M-V/def2-TZVPD.

The geometry in XYZ format:
```
6
Properties=species:S:1:pos:R:3:mulliken_charge:R:1
F -0.73244 1.47697 0.66666 -0.44
O -1.48680 -0.14954 -0.81062 -0.46
O 1.70028 -0.03382 -0.79571 -0.87
O -0.33874 -0.73716 0.90707 -0.44
N -0.65049 -0.05170 0.02103 0.96
H 1.50819 -0.50475 0.01158 0.26
```

- Energy relative to the best compared isomer or geometry (same formula, charge and spin): 32.10 kcal/mol
- HOMO level (alpha / beta): -3.75 / -3.77 eV
- Kohn-Sham gap (alpha / beta): 6.817 / 6.846 eV
- LUMO (alpha / beta): 3.07 / 3.07 eV
- Net charge: -1

=====

Here is a structure of composition C26H22BrF5HgN9OS3 from OMol25. Energies are from ωB97M-V/def2-TZVPD.

The geometry in XYZ format:
```
68
Properties=species:S:1:pos:R:3:mulliken_spin:R:1
Hg 13.43052 8.58514 11.25932 0.01
Br 22.37010 13.79328 9.68641 0.00
S 8.99551 9.78373 9.31772 0.03
S 10.69987 9.02063 11.82603 0.02
S 14.52579 7.40264 4.13092 0.00
F 15.73660 7.64988 14.85905 0.00
F 13.72038 6.85916 13.68924 0.00
F 14.61375 9.42907 14.30693 0.00
F 15.44696 6.57753 12.45502 0.00
F 16.45702 9.00160 13.26340 0.00
O 17.25111 6.27806 8.34740 0.00
N 16.91969 6.48884 4.99766 0.00
N 22.37536 6.75379 10.08867 0.00
N 15.35519 6.93617 6.55291 0.00
N 23.16962 7.79995 10.29449 0.00
N 17.21870 6.29450 3.58415 0.00
N 12.69876 9.76176 9.58440 0.21
N 18.92432 7.86023 6.74955 -0.01
N 15.51419 9.72643 10.12721 0.14
N 11.42075 10.02765 9.24958 -0.08
C 17.74860 10.26703 9.38720 0.15
C 15.89926 10.57199 7.82463 0.05
C 24.02958 9.96321 10.08687 0.00
C 21.64915 9.67278 9.91551 -0.01
C 21.18332 6.75306 9.42889 -0.01
C 18.39867 6.51134 8.74749 0.01
C 15.01911 10.11503 8.89043 0.09
C 19.77788 8.67906 6.08364 0.00
C 16.81328 9.85925 10.26558 -0.06
C 17.25957 10.60498 8.07855 0.04
C 14.56334 7.57686 12.82249 0.01
C 18.96082 5.78518 9.82862 0.00
C 15.34672 8.44114 13.80762 0.00
C 21.11873 8.80961 6.38356 0.00
C 23.86578 11.29945 10.02056 0.00
C 21.52658 8.09980 7.44671 0.00
C 22.60188 11.90333 9.89950 0.00
C 22.85956 9.12107 10.19500 0.00
C 20.65060 7.45877 8.31030 0.00
C 7.80726 9.60220 10.61810 0.00
C 20.28855 5.80141 10.05676 0.00
C 19.31715 7.26586 7.90682 0.01
C 10.50719 9.68254 10.14149 0.13
C 13.59995 10.27252 8.70977 0.25
C 15.64654 6.87816 5.30989 0.00
C 21.49538 11.13067 9.92293 -0.01
H 19.48655 9.09568 5.12319 0.00
H 24.81047 11.89736 10.22510 0.00
H 20.43768 11.53847 9.91830 0.00
H 14.57006 7.60912 6.77434 0.00
H 20.78064 9.07446 9.93846 0.01
H 16.21139 6.25457 3.25489 0.00
H 18.73919 10.49348 9.75550 -0.01
H 16.05357 6.82911 7.35675 0.00
H 21.81862 9.15383 5.61648 0.00
H 17.84384 10.89352 7.14623 0.01
H 17.17863 9.54461 11.23318 0.00
H 7.59329 10.43794 11.33466 0.00
H 13.31371 10.65332 7.64989 0.02
H 20.67801 5.29804 10.94792 0.00
H 17.35784 7.22540 3.19526 0.00
H 18.34457 5.10293 10.40035 0.00
H 6.87629 9.44124 10.04793 0.00
H 22.58049 8.25292 7.77328 0.00
H 8.07100 8.69772 11.13231 0.00
H 17.64782 6.80660 5.69219 0.00
H 24.99154 9.40358 10.27694 0.00
H 15.49264 11.06436 6.97305 -0.01
```

- Energy relative to the best compared isomer or geometry (same formula, charge and spin): 30.95 kcal/mol
- HOMO level (alpha / beta): -1.11 / -2.69 eV
- Expectation value of S²: 0.774
- Kohn-Sham gap (alpha / beta): 4.617 / 6.187 eV
- LUMO (alpha / beta): 3.50 / 3.50 eV
- Net charge: -2
- 2S+1: 2

=====

no.,electronic energy (eV)
1,-57215.676
2,-9366.521
3,-10361.226
4,-163084.901